Record 1
{
  "formula": "C4H4N2O",
  "method": "the ωB97M-V functional and the def2-TZVPD basis",
  "relative_energy_ev": 4.333,
  "total_energy_ha": -339.42243,
  "homo_lumo_gap_ev": 9.07,
  "largest_force_ev_per_a": 1.52,
  "smiles": "[H]/N=c1/cccno1",
  "e_homo_ha": -0.3482,
  "species": ["H", "N", "C", "C", "C", "C", "N", "O", "H", "H", "H"],
  "positions_angstrom": [[2.1797, 0.5934, -1.0710], [1.8368, -0.2367, -0.5990], [1.0505, 0.0530, 0.3396], [0.1338, -1.0279, 0.7313], [-0.9226, -0.6950, -0.0315], [-1.2989, 0.7208, -0.1016], [-0.6024, 1.6971, 0.3575], [0.6986, 1.3441, 0.7011], [0.4757, -2.0456, 0.8930], [-1.2498, -1.3874, -0.7917], [-2.3015, 0.9841, -0.4277]],
  "lowdin_charge": [0.07, 0.18, -0.47, 0.02, -0.07, -0.13, 0.08, -0.04, 0.12, 0.12, 0.11]
}

***

Record 2
{
  "formula": "C26H25N3O6S",
  "method": "the ωB97M-V functional and the def2-TZVPD basis",
  "relative_energy_ev": 0.000,
  "total_energy_ha": -2019.72264,
  "homo_lumo_gap_ev": 8.42,
  "largest_force_ev_per_a": 1.07,
  "smiles": "COc1ccc(S(=O)(=O)N(C)C)cc1NC(=O)[C@H](Cc1ccccc1)N1C(=O)c2ccccc2C1=O",
  "e_homo_ha": -0.3219,
  "species": ["C", "O", "C", "C", "C", "C", "S", "O", "O", "N", "C", "C", "C", "C", "N", "C", "O", "C", "C", "C", "C", "C", "C", "C", "C", "N", "C", "O", "C", "C", "C", "C", "C", "C", "C", "O", "H", "H", "H", "H", "H", "H", "H", "H", "H", "H", "H", "H", "H", "H", "H", "H", "H", "H", "H", "H", "H", "H", "H", "H", "H"],
  "positions_angstrom": [[-4.7092, 0.3733, 3.3303], [-3.5217, 0.2634, 2.5780], [-2.4446, 1.0184, 2.9482], [-2.4302, 1.9303, 3.9934], [-1.2763, 2.6495, 4.2705], [-0.1354, 2.4259, 3.5316], [1.3411, 3.3940, 3.8631], [1.0914, 4.1843, 5.0335], [2.4882, 2.5390, 3.8426], [1.4693, 4.4475, 2.5766], [0.3645, 5.3629, 2.4593], [1.9571, 3.8886, 1.3397], [-0.1191, 1.5101, 2.4959], [-1.2782, 0.8214, 2.1790], [-1.3495, -0.0878, 1.1193], [-0.5972, -0.0510, -0.0109], [0.2562, 0.7733, -0.2413], [-0.9552, -1.1451, -1.0313], [-1.2053, -2.5410, -0.4276], [-1.3212, -3.5357, -1.5523], [-2.4971, -3.6286, -2.2859], [-2.5839, -4.4851, -3.3680], [-1.4927, -5.2552, -3.7328], [-0.3183, -5.1710, -3.0053], [-0.2334, -4.3159, -1.9206], [0.1175, -1.2031, -1.9959], [-0.0583, -0.9148, -3.3405], [-1.1150, -0.6358, -3.8480], [1.2871, -1.0413, -3.9455], [1.7070, -0.8755, -5.2485], [3.0600, -1.0570, -5.5194], [3.9536, -1.3929, -4.5145], [3.5286, -1.5623, -3.2000], [2.1883, -1.3814, -2.9322], [1.4339, -1.4980, -1.6613], [1.8172, -1.8180, -0.5665], [-5.4096, -0.3250, 2.8750], [-5.1222, 1.3846, 3.2788], [-4.5466, 0.0954, 4.3753], [-3.3114, 2.0978, 4.5909], [-1.2462, 3.3724, 5.0692], [0.6791, 6.2390, 1.8917], [0.0878, 5.6668, 3.4657], [-0.5014, 4.9069, 1.9607], [1.1643, 3.4150, 0.7493], [2.4159, 4.6813, 0.7472], [2.7125, 3.1502, 1.5949], [0.7886, 1.3265, 1.9487], [-2.1526, -0.6995, 1.1569], [-1.8402, -0.8168, -1.5950], [-2.1281, -2.5351, 0.1551], [-0.3701, -2.8003, 0.2240], [-3.3501, -3.0251, -2.0096], [-3.5032, -4.5479, -3.9310], [-1.5581, -5.9197, -4.5814], [0.5360, -5.7704, -3.2837], [0.6850, -4.2525, -1.3547], [1.0059, -0.6131, -6.0253], [3.4197, -0.9326, -6.5299], [4.9978, -1.5251, -4.7555], [4.2186, -1.8223, -2.4127]],
  "lowdin_charge": [-0.07, -0.09, -0.20, 0.00, -0.05, -0.26, 0.66, -0.29, -0.28, -0.34, -0.11, -0.10, 0.02, -0.12, 0.16, -0.39, 0.11, -0.15, -0.08, -0.23, -0.04, -0.08, -0.09, -0.07, -0.04, 0.07, -0.34, 0.13, -0.07, 0.01, -0.06, -0.06, 0.01, -0.06, -0.36, 0.14, 0.10, 0.10, 0.10, 0.11, 0.11, 0.09, 0.08, 0.09, 0.08, 0.09, 0.08, 0.12, 0.14, 0.17, 0.12, 0.12, 0.12, 0.10, 0.10, 0.10, 0.11, 0.12, 0.11, 0.11, 0.12]
}

***

Record 3
{
  "formula": "C31H47BrN2NiP2",
  "method": "the ωB97M-V functional and the def2-TZVPD basis",
  "relative_energy_ev": 1.236,
  "total_charge": 2,
  "total_energy_ha": -6083.41982,
  "spin_multiplicity": 3,
  "homo_lumo_gap_ev": [7.45, 5.82],
  "largest_force_ev_per_a": 3.72,
  "s2": 2.008,
  "e_homo_ha": [-0.4845, -0.4846],
  "species": ["N", "C", "C", "C", "C", "C", "C", "Ni", "P", "C", "C", "C", "C", "C", "C", "C", "Br", "H", "H", "H", "H", "H", "H", "H", "H", "H", "H", "P", "C", "C", "H", "H", "H", "H", "H", "C", "C", "H", "H", "H", "H", "H", "C", "C", "H", "H", "H", "H", "H", "C", "C", "H", "H", "H", "H", "H", "C", "C", "H", "H", "H", "H", "H", "C", "C", "H", "H", "H", "H", "H", "C", "C", "C", "C", "N", "C", "C", "H", "H", "H", "H", "H", "H", "H"],
  "positions_angstrom": [[-5.5991, -1.3583, 3.7024], [-4.7481, -0.5033, 4.2698], [-4.2418, 0.6129, 3.6018], [-4.6211, 0.8189, 2.2543], [-5.5919, -0.0434, 1.7008], [-6.0007, -1.1648, 2.4439], [-3.9165, 1.7637, 1.4280], [0.5490, 0.3412, -0.6137], [2.5744, 0.6356, -1.7438], [-4.2112, 1.9831, 0.1091], [-3.1747, 2.4386, -0.7920], [-3.0567, 1.9104, -2.1010], [-1.8139, 1.9030, -2.7439], [-0.7329, 2.5441, -2.1120], [-0.8609, 3.1907, -0.8797], [-2.1056, 3.1940, -0.2608], [0.8496, 2.9468, -3.1793], [-3.1008, 2.2993, 1.9175], [-5.1499, 1.6357, -0.3288], [-3.5536, 1.2812, 4.1091], [-5.9603, 0.0924, 0.6840], [-4.4217, -0.7275, 5.2877], [-6.6711, -1.9030, 1.9898], [-3.9269, 1.4445, -2.5662], [-2.2436, 3.7180, 0.6886], [-1.7033, 1.4033, -3.7008], [0.0117, 3.6315, -0.3932], [-0.3755, -1.5481, -0.6089], [3.1720, 2.2457, -1.0427], [4.3026, 3.0621, -1.6789], [3.4557, 1.9720, -0.0092], [2.2685, 2.8718, -0.9619], [4.5067, 3.9125, -1.0129], [5.2462, 2.5002, -1.7458], [4.0353, 3.4837, -2.6632], [2.2493, 0.1775, -3.5226], [3.3242, 0.5942, -4.5122], [1.2555, 0.5913, -3.8030], [2.1489, -0.9338, -3.5120], [2.8748, 0.8144, -5.4911], [3.8758, 1.4902, -4.1926], [4.0340, -0.2321, -4.6670], [3.9556, -0.5319, -1.3968], [5.3670, 0.0112, -1.6650], [3.7859, -1.4386, -2.0066], [3.8400, -0.8445, -0.3434], [6.0995, -0.8093, -1.6985], [5.4304, 0.5257, -2.6364], [5.6943, 0.7072, -0.8765], [0.3986, -2.9101, 0.3731], [1.8901, -3.1547, 0.1564], [-0.1713, -3.8181, 0.1036], [0.2135, -2.6779, 1.4365], [2.1239, -4.1762, 0.4916], [2.2053, -3.0713, -0.8945], [2.5102, -2.4667, 0.7503], [-0.3360, -2.3343, -2.2798], [-1.2476, -1.6708, -3.3099], [-0.6115, -3.3928, -2.1345], [0.7173, -2.2988, -2.6037], [-1.0114, -2.0708, -4.3046], [-2.3044, -1.8835, -3.1022], [-1.1354, -0.5769, -3.3456], [-2.1417, -1.6022, -0.0779], [-2.3987, -2.2322, 1.2874], [-2.6996, -2.1257, -0.8711], [-2.4990, -0.5610, -0.0733], [-3.4812, -2.2830, 1.4810], [-2.0006, -3.2523, 1.3592], [-1.9364, -1.6396, 2.0942], [1.6281, -0.5142, 5.5711], [1.2721, -0.3040, 4.1250], [2.2815, -0.3373, 3.1611], [1.9963, -0.0568, 1.8319], [0.7443, 0.2603, 1.4002], [-0.2627, 0.2735, 2.3247], [-0.0284, -0.0337, 3.6690], [2.2735, -1.3914, 5.7101], [2.1853, 0.3505, 5.9599], [0.7469, -0.6407, 6.2057], [3.3196, -0.5655, 3.4093], [2.7782, -0.0709, 1.0619], [-1.2561, 0.5707, 1.9698], [-0.8876, -0.0518, 4.3399]],
  "lowdin_charge": [0.07, -0.13, -0.02, -0.23, -0.01, -0.13, -0.05, 0.43, 0.91, -0.02, -0.21, 0.00, -0.12, -0.62, -0.13, -0.02, 0.90, 0.11, 0.12, 0.11, 0.11, 0.11, 0.12, 0.13, 0.13, 0.10, 0.11, 0.91, -0.42, -0.12, 0.09, 0.01, 0.09, 0.06, 0.08, -0.45, -0.13, 0.00, 0.08, 0.09, 0.07, 0.09, -0.38, -0.13, 0.09, 0.05, 0.09, 0.07, 0.08, -0.36, -0.12, 0.10, 0.08, 0.09, 0.06, 0.05, -0.37, -0.13, 0.10, 0.06, 0.09, 0.08, 0.03, -0.33, -0.12, 0.09, 0.06, 0.08, 0.08, 0.06, -0.02, -0.22, 0.01, -0.12, -0.06, -0.10, 0.02, 0.10, 0.11, 0.09, 0.14, 0.07, 0.11, 0.13]
}

***

Record 4
{
  "formula": "C6H10N2O3",
  "method": "the ωB97M-V functional and the def2-TZVPD basis",
  "relative_energy_ev": 7.462,
  "total_energy_ha": -569.63450,
  "homo_lumo_gap_ev": 8.98,
  "largest_force_ev_per_a": 1.23,
  "smiles": "CO/C(C)=N/O.C#C/C=N/O",
  "e_homo_ha": -0.3302,
  "species": ["C", "O", "C", "C", "N", "O", "H", "H", "H", "H", "H", "H", "H", "C", "C", "C", "N", "O", "H", "H", "H"],
  "positions_angstrom": [[0.0529, 0.4331, 2.6940], [0.0438, -0.9347, 2.2437], [-0.7425, -1.1670, 1.1773], [-0.6416, -2.5002, 0.5013], [-1.4501, -0.2119, 0.7000], [-1.9948, -0.5745, -0.5528], [0.5103, 1.0955, 1.9295], [0.6621, 0.4523, 3.6055], [-0.9675, 0.7278, 2.9597], [-1.6346, -2.8936, 0.2866], [-0.1182, -2.3676, -0.4670], [-0.0908, -3.1967, 1.1522], [-1.6540, 0.1212, -1.1330], [2.6635, -0.6743, -0.6292], [1.9582, 0.1445, -1.1572], [1.1023, 1.0710, -1.7965], [0.2787, 1.8434, -1.1964], [-0.4727, 2.4958, -2.1855], [3.3050, -1.3769, -0.1666], [1.1616, 1.0821, -2.8895], [0.0588, 3.2010, -2.5833]],
  "lowdin_charge": [-0.07, -0.08, -0.44, 0.00, 0.04, -0.09, 0.09, 0.09, 0.09, 0.08, 0.09, 0.09, 0.07, 0.15, -0.10, -0.19, 0.02, -0.09, 0.04, 0.13, 0.09]
}

***

Record 5
{
  "formula": "C4H10N2O2",
  "method": "the ωB97M-V functional and the def2-TZVPD basis",
  "relative_energy_ev": 6.442,
  "total_energy_ha": -418.22421,
  "homo_lumo_gap_ev": [7.78, 7.76],
  "largest_force_ev_per_a": 1.42,
  "e_homo_ha": [-0.2659, -0.2655],
  "species": ["C", "C", "C", "C", "N", "O", "N", "O", "H", "H", "H", "H", "H", "H", "H", "H", "H", "H"],
  "positions_angstrom": [[0.1637, -0.7371, 0.3646], [0.1982, 1.2241, -1.0332], [-0.4035, 0.0417, 1.4379], [-0.7289, -1.6128, -0.4499], [1.5130, -0.9830, 0.3364], [1.3122, 1.9166, -0.5715], [-1.0113, 1.2846, 0.5192], [-2.1957, 1.0875, 0.2517], [0.9904, 2.5516, 0.0845], [1.8803, -1.3040, -0.5513], [2.0937, -0.2616, 0.7451], [0.5389, 0.4134, -1.6772], [-0.5171, 1.8331, -1.5858], [-1.2545, -0.3939, 1.9565], [0.3186, 0.4606, 2.1360], [-0.9254, -2.5567, 0.0692], [-0.2816, -1.8449, -1.4208], [-1.6911, -1.1191, -0.6114]],
  "lowdin_charge": [-0.41, -0.18, -0.10, -0.03, 0.13, -0.08, -0.13, -0.14, 0.09, 0.10, 0.10, 0.07, 0.09, 0.12, 0.11, 0.10, 0.08, 0.08]
}

***

Record 6
{
  "formula": "C4H7NO",
  "method": "the ωB97M-V functional and the def2-TZVPD basis",
  "relative_energy_ev": 5.429,
  "total_energy_ha": -286.43214,
  "homo_lumo_gap_ev": 6.77,
  "largest_force_ev_per_a": 0.42,
  "e_homo_ha": -0.2302,
  "species": ["C", "C", "C", "N", "C", "O", "H", "H", "H", "H", "H", "H", "H"],
  "positions_angstrom": [[-1.7499, -0.3071, 0.6980], [-0.6277, -0.9296, -0.1174], [1.1344, 0.4730, -1.2952], [0.5579, -0.0850, -0.0929], [1.4918, 0.5386, 0.5661], [2.1528, 1.1263, -0.4385], [-1.4677, 0.1654, 1.6617], [-2.4703, -1.0967, 0.9415], [-2.3192, 0.4519, 0.1352], [-0.3152, -1.9072, 0.2654], [1.5594, -0.2795, -1.9574], [0.4801, 1.1941, -1.7832], [1.7737, 0.6461, 1.6112]],
  "lowdin_charge": [-0.21, -0.26, -0.05, -0.08, -0.06, 0.03, 0.05, 0.05, 0.05, 0.03, 0.14, 0.15, 0.16]
}